1.
Here is one molecule with the formula C2H2N4O at a distorted geometry from the Open Molecules 2025 dataset. Energies are from ωB97M-V with the def2-TZVPD basis set.

Each line ends with the Mulliken charge.
Atoms and positions in Å:
O (2.282, 0.142, 0.334)  -0.50
C (1.102, -0.026, -0.126)  0.54
N (0.213, 1.151, -0.380)  -0.38
C (-1.051, 1.055, 0.024)  0.12
N (-1.637, -0.044, 0.396)  0.06
N (-0.970, -1.140, -0.103)  -0.23
N (0.339, -1.268, -0.217)  -0.18
H (-1.647, 2.062, -0.041)  0.28
H (-2.529, -0.265, 0.105)  0.30

Its SMILES is O=c1nc[nH]nn1. The calculation puts the energy above the lowest of the compared OMol25 structures with the same formula, charge and spin at 176.6 kJ/mol.


2.
Here is one molecule with the formula C2H2N4O2 at a distorted geometry from the Open Molecules 2025 dataset. Energies are from ωB97M-V with the def2-TZVPD basis set.

Each line ends with the Mulliken charge.
Atoms and positions in Å:
O (-2.476, -0.571, 0.114)  -0.34
N (-1.454, 0.441, 0.318)  -0.42
C (-0.238, 0.035, -0.016)  0.26
C (0.831, 0.946, -0.225)  0.27
N (2.014, 0.640, -0.191)  -0.33
O (2.249, -0.608, 0.679)  -0.14
N (1.264, -1.561, -0.038)  -0.07
N (0.057, -1.349, -0.559)  -0.04
H (-3.153, 0.042, 0.480)  0.41
H (0.906, 1.986, -0.563)  0.40

Its SMILES is O/N=c1/cnonn1. The calculation puts the energy above the lowest of the compared OMol25 structures with the same formula, charge and spin at 935.0 kJ/mol.


3.
Here is one molecule with the formula C2H2N4O2 at a distorted geometry from the Open Molecules 2025 dataset. Energies are from ωB97M-V with the def2-TZVPD basis set.

Each line ends with the Mulliken charge.
Atoms and positions in Å:
H (-1.802, -1.109, -0.010)  0.38
N (-2.304, -0.022, -0.272)  -0.53
C (-1.230, 0.691, 0.076)  -0.10
N (0.040, 0.070, 0.472)  0.08
O (-0.014, -1.283, 0.146)  -0.17
N (1.316, -1.572, -0.134)  -0.02
N (2.022, -0.640, -0.103)  -0.20
C (1.336, 0.542, -0.043)  0.56
O (1.672, 1.656, -0.062)  -0.41
H (-1.035, 1.667, -0.069)  0.42

Its SMILES is [H]/N=C\n1onnc1=O. The calculation puts the energy above the lowest of the compared OMol25 structures with the same formula, charge and spin at 628.9 kJ/mol.


4.
Here is one molecule with the formula C2H2N4O2 at a distorted geometry from the Open Molecules 2025 dataset. Energies are from ωB97M-V with the def2-TZVPD basis set.

Each line ends with the Mulliken charge.
Atoms and positions in Å:
H (-1.519, 2.729, -0.584)  0.30
N (-1.124, 1.853, -1.197)  -0.57
C (-0.692, 0.803, -0.653)  0.54
N (-0.737, 0.530, 0.745)  -0.32
C (0.077, -0.295, 0.987)  0.51
O (-0.109, -1.148, 2.089)  -0.46
N (1.355, -0.759, 0.370)  -0.10
N (1.305, -0.620, -0.861)  -0.04
O (-0.009, -0.230, -1.672)  -0.25
H (0.561, -1.793, 1.845)  0.39

Its SMILES is [H]/N=c1\nc(O)nno1. The calculation puts the energy above the lowest of the compared OMol25 structures with the same formula, charge and spin at 627.2 kJ/mol.


Record order is preserved below.
Energy: -10110.475; -12153.057; -12156.229; -12156.247 eV
Record order is preserved below.
Highest occupied orbital energy: -10.0; -10.2; -10.8; -10.5 eV
Record order is preserved below.
Frontier orbital gap: 8.900; 8.956; 9.804; 9.315 eV